This record from OMol25 describes 6 unconnected molecules or ions with the total composition C24H48O18 in a non-equilibrium geometry. The level of theory is ωB97M-V/def2-TZVPD.

The geometry in XYZ format:
```
90
Properties=species:S:1:pos:R:3:forces:R:3:lowdin_charge:R:1
C -35.28080 18.77153 -8.24782 0.1 -0.6 -1.7 -0.056
C -34.03508 18.23202 -9.01361 1.1 0.2 1.8 -0.200
O -34.14979 17.51541 -10.26219 0.0 -0.1 -0.7 0.028
C -33.09583 16.79842 -10.73836 3.1 0.0 2.2 -0.517
O -32.06156 16.43430 -10.11523 -3.6 1.3 -1.6 0.068
O -33.27131 16.59283 -12.04282 0.1 0.3 -0.2 -0.009
C -32.20310 15.98159 -12.81439 -0.6 -0.3 0.0 -0.018
H -34.90669 19.50799 -7.53664 0.1 -0.6 0.5 0.078
H -35.88850 17.96551 -7.83655 0.0 0.3 0.3 0.075
H -35.89892 19.40783 -8.88120 -0.2 -0.3 -0.3 0.071
H -33.43661 17.59938 -8.35811 -0.3 -0.2 0.2 0.115
H -33.41527 19.12703 -9.06738 0.3 0.0 -1.1 0.117
H -32.75452 15.25874 -13.41565 0.4 -0.5 0.3 0.091
H -31.39351 15.57934 -12.20538 -0.5 -0.2 0.1 0.099
H -31.75193 16.63989 -13.55680 -0.3 0.8 0.5 0.073
C -30.21523 20.33745 -20.80996 -0.8 0.1 0.6 -0.009
C -28.99611 19.53073 -20.50520 0.3 1.6 -1.7 -0.170
O -27.89501 20.39011 -20.41193 0.4 -0.1 0.5 0.125
C -26.60076 19.93528 -20.29565 3.4 -3.1 -1.2 -0.420
O -26.26302 18.72501 -20.45359 -1.7 4.4 0.9 0.113
O -25.75938 20.99244 -20.14654 -2.9 -0.4 -0.9 0.002
C -24.34508 20.85807 -19.93112 -0.1 -2.3 1.4 0.003
H -31.01748 19.79557 -21.31082 0.3 -0.4 0.0 0.104
H -30.11418 21.29822 -21.31475 0.6 -0.2 0.0 0.107
H -30.62355 20.53561 -19.81895 -0.5 0.5 0.2 0.107
H -28.84540 18.72680 -21.22568 0.6 -0.6 -0.3 0.177
H -29.14759 18.94660 -19.59749 0.1 -0.9 1.1 0.148
H -24.11819 19.80013 -20.06288 0.3 0.0 -0.3 0.091
H -24.28556 21.00109 -18.85218 0.7 0.5 -0.1 0.106
H -23.65421 21.45778 -20.52370 -0.9 0.4 -0.1 0.110
C -31.27958 12.28744 -24.65844 1.1 0.6 0.5 -0.055
C -30.77324 13.63377 -24.01672 -0.5 -2.7 -0.6 -0.162
O -31.19871 13.61773 -22.62112 -0.6 0.9 -0.2 0.013
C -32.21503 14.39836 -22.23693 -0.6 3.6 -0.6 -0.527
O -32.87324 15.21372 -22.92337 1.6 -3.0 1.6 0.078
O -32.24757 14.38995 -20.86874 -0.9 0.3 0.2 -0.029
C -33.34592 15.15015 -20.20825 0.2 -0.3 -0.7 -0.007
H -30.57505 11.46240 -24.55336 0.2 0.1 0.4 0.066
H -31.28256 12.44733 -25.73665 -0.9 -0.1 0.0 0.075
H -32.17520 11.96594 -24.12684 -0.4 0.2 -0.8 0.081
H -31.14989 14.40374 -24.69005 0.0 0.6 1.0 0.118
H -29.68796 13.53461 -23.99596 -0.1 0.7 0.2 0.117
H -34.27167 14.98282 -20.75880 0.1 -0.1 0.2 0.083
H -33.20152 16.22633 -20.11308 0.6 0.1 -0.8 0.084
H -33.42958 14.86333 -19.16000 0.2 -0.9 -0.3 0.086
C -27.92526 15.68809 -18.20618 1.4 1.8 1.1 -0.044
C -29.12140 14.96978 -18.56421 -0.3 -2.7 -1.2 -0.225
O -30.28285 15.30765 -17.81203 -1.6 3.1 -0.7 0.054
C -30.98398 16.44588 -18.10412 -0.6 -0.1 1.2 -0.414
O -30.82442 17.32649 -19.01240 0.3 -2.2 1.7 0.159
O -32.00890 16.62717 -17.24520 2.1 1.2 -2.5 0.022
C -32.24066 15.81529 -16.11875 -1.8 -0.8 0.2 -0.028
H -27.71551 15.59711 -17.14042 -0.1 0.3 0.1 0.078
H -28.10492 16.72525 -18.48924 0.5 0.3 0.3 0.077
H -26.99583 15.37538 -18.68206 -0.4 -0.3 -0.4 0.110
H -29.00411 13.92610 -18.27256 -0.1 -0.2 -0.3 0.136
H -29.28435 15.01069 -19.64118 -0.5 0.0 0.1 0.140
H -33.16589 16.23889 -15.72806 0.3 0.5 0.5 0.093
H -31.44085 15.79250 -15.37855 0.1 -0.2 -0.5 0.078
H -32.66728 14.87619 -16.47115 0.9 -0.6 0.2 0.114
C -29.79948 12.28469 -15.21778 -0.2 -1.1 -0.1 -0.071
C -28.54164 13.06205 -14.86402 -1.1 0.1 -0.3 -0.119
O -29.01152 14.46453 -14.53082 -0.5 -2.7 -0.9 0.053
C -28.16719 15.41795 -14.56765 3.5 4.2 0.5 -0.591
O -26.94526 15.41834 -14.40075 -2.5 -0.6 -0.7 0.105
O -28.86170 16.63506 -14.78340 -0.5 -1.2 0.0 -0.075
C -28.14522 17.87972 -14.85053 1.6 -0.9 0.1 -0.049
H -29.48939 11.44030 -15.83337 0.4 -0.6 0.5 0.081
H -30.53241 12.65620 -15.93394 0.3 1.3 0.2 0.070
H -30.37540 11.91364 -14.36999 0.2 0.0 0.1 0.082
H -27.89451 12.92136 -15.72976 0.2 1.5 -0.2 0.118
H -27.93983 12.60859 -14.07642 -0.5 0.4 0.5 0.131
H -27.13954 17.62985 -15.18856 0.1 0.2 -0.1 0.083
H -28.01185 18.34931 -13.87595 -0.4 -0.1 0.1 0.097
H -28.55993 18.58632 -15.56944 -0.6 -0.4 0.1 0.085
C -36.69937 16.81741 -20.46413 -0.3 0.2 0.2 -0.073
C -37.22348 17.62652 -19.24367 0.4 -2.9 -0.4 -0.170
O -36.22902 17.35075 -18.19720 -0.1 1.2 2.0 -0.027
C -36.62429 17.56286 -16.86869 -3.6 1.0 -1.8 -0.453
O -37.81677 17.89736 -16.58268 5.2 -1.3 -0.5 0.071
O -35.54708 17.35853 -16.06928 -1.0 0.3 -0.6 -0.014
C -35.61464 18.06758 -14.84112 -0.9 0.9 1.8 -0.053
H -36.51545 15.76660 -20.24039 0.1 0.1 0.5 0.067
H -35.78657 17.24035 -20.88366 0.0 0.1 0.0 0.069
H -37.44548 16.76091 -21.25674 -0.1 0.4 0.0 0.077
H -38.09714 17.09546 -18.86579 -0.4 0.7 -0.3 0.117
H -37.41835 18.65190 -19.55789 0.3 0.2 0.9 0.127
H -35.11938 19.03854 -14.84947 0.3 -0.1 -0.7 0.099
H -35.24203 17.54873 -13.95792 0.4 -0.7 -0.6 0.087
H -36.64071 18.29648 -14.55322 -0.2 -0.2 -0.4 0.093
```
Positions in Å, forces in eV/Å.

Net charge   +1
Kohn-Sham gap (spin up / spin down)   0.369 / 0.094 Ha
Multiplicity   2
Highest occupied orbital energy (spin up / spin down)   -12.3 / -12.3 eV
LUMO energy (spin up / spin down)   -2.29 / -9.79 eV
Relative energy (zero: lowest compared OMol25 entry of this formula, charge and spin)   1.654 eV